# 1
Molecular formula: C16H25F5N3O5PS2
Method: DFT, ωB97M-V/def2-TZVPD

Atoms and positions in Å:
1 C -0.744 -1.913 1.788
2 C -1.573 -1.280 0.641
3 C -0.774 -0.703 -0.587
4 C -1.889 -0.734 -1.712
5 O -3.068 0.008 -1.349
6 C -4.221 -0.606 -1.697
7 F -5.197 0.300 -1.557
8 F -4.241 -1.001 -2.965
9 F -4.508 -1.599 -0.852
10 C 0.210 -1.774 -1.218
11 O 0.001 -2.877 -1.522
12 N 1.438 -1.006 -1.375
13 C 1.582 0.161 -0.450
14 C 2.222 -0.348 0.881
15 C 2.524 -1.875 0.995
16 C 3.732 -2.400 0.169
17 S 3.944 -4.191 0.618
18 N 2.512 1.004 -1.258
19 C 3.682 0.292 -1.710
20 O 4.655 0.299 -1.090
21 F 3.698 -0.349 -2.873
22 C 2.996 2.199 -0.636
23 O 3.593 2.950 -1.269
24 F 2.754 2.521 0.640
25 C 0.027 0.642 -0.413
26 C -0.322 1.447 0.880
27 C -1.747 2.089 0.963
28 O -1.701 3.529 0.984
29 C -2.389 1.712 2.385
30 N -3.203 2.783 2.966
31 P -0.160 1.797 -1.916
32 S 0.175 3.673 -1.553
33 H -0.310 -2.860 1.422
34 H -1.466 -2.212 2.578
35 H -0.018 -1.247 2.277
36 H -2.286 -0.506 0.966
37 H -2.197 -2.103 0.236
38 H -1.489 -0.444 -2.709
39 H -2.196 -1.792 -1.844
40 H 1.260 -0.630 -2.318
41 H 1.627 -0.091 1.778
42 H 3.199 0.141 1.080
43 H 2.802 -2.040 2.060
44 H 1.676 -2.550 0.812
45 H 4.676 -1.867 0.355
46 H 3.494 -2.399 -0.907
47 H 3.533 -4.834 -0.514
48 H -0.274 0.724 1.720
49 H 0.403 2.240 1.131
50 H -2.436 1.821 0.139
51 H -2.026 3.815 0.120
52 H -1.595 1.524 3.137
53 H -3.059 0.835 2.321
54 H -2.628 3.508 3.373
55 H -3.878 3.145 2.304
56 H 0.664 1.343 -2.991
57 H -1.488 1.731 -2.432

Calculated values
Highest occupied orbital energy   -9.032 eV
SMILES string   CC[C@]1(COC(F)(F)F)C(=O)N[C@@](CCCS)(N(C(=O)F)C(=O)F)[C@@]1(C[C@H](O)CN)[PH2]=S

Here are the natural (NBO) charges for atoms 1 to 2, given in e: -0.624 -0.416



# 2
Molecular formula: C5H9N3
Method: DFT, ωB97M-V/def2-TZVPD

Atoms and positions in Å:
1 C -2.676 -0.203 0.461
2 C -2.073 0.882 -0.349
3 C -0.597 -1.018 -0.289
4 C 2.428 0.660 -0.439
5 C 2.633 -0.165 0.711
6 H -3.085 0.016 1.466
7 H -2.980 -1.105 -0.116
8 H -1.998 0.801 -1.442
9 H -2.116 1.920 0.120
10 H -1.188 -1.814 -0.736
11 H 2.522 0.228 -1.439
12 H 2.428 1.742 -0.434
13 H 3.153 -1.119 0.548
14 H 2.888 0.250 1.672
15 N -1.271 -0.006 0.458
16 N 0.685 -1.108 -0.458
17 N 1.248 0.038 0.268

Calculated values
Relative energy (zero: lowest compared OMol25 entry of this formula, charge and spin)   105.5 kcal/mol
Highest occupied orbital energy   -8.690 eV
SMILES string   C(=N/N1CC1)/N1CC1

Here are the natural (NBO) charges for atoms 1 to 2, given in e: -0.258 -0.252